Computed, not measured: C2H4O2Si in the gas phase in a non-equilibrium geometry, with ωB97M-V/def2-TZVPD.

## Properties
HOMO-LUMO gap ... 5.5 eV
E_HOMO ... -7.0410 eV
Relative energy (zero: lowest compared OMol25 entry of this formula, charge and spin) ... 112.1 kcal/mol

XYZ file:
```
9
Properties=species:S:1:pos:R:3:forces:R:3:nbo_charge:R:1
C -0.615 -0.407 -0.444 2.0 0.8 -1.6 -0.14
C -0.044 0.894 0.296 1.2 -1.1 -0.2 0.00
O -2.009 -0.459 -0.182 2.6 -1.5 -1.5 -0.98
O -0.327 2.017 -0.266 -0.1 0.9 -1.3 -0.82
Si -3.360 0.077 0.143 -2.2 1.6 0.6 1.36
H -0.143 -1.344 -0.225 -0.2 -0.6 1.1 0.19
H -0.285 -0.275 -1.522 -1.5 0.2 0.8 0.21
H 1.092 0.595 0.482 -1.5 0.5 -0.3 0.10
H -0.623 0.853 1.184 -0.2 -0.7 2.5 0.08
```
Forces are in eV/Å.

Computed, not measured: C3H2ClF in the gas phase in a non-equilibrium geometry, with ωB97M-V/def2-TZVPD.

## Properties
HOMO-LUMO gap ... 10.1 eV
E_HOMO ... -9.3422 eV
Relative energy (zero: lowest compared OMol25 entry of this formula, charge and spin) ... 30.1 kcal/mol
SMILES string ... FC1=C(Cl)C1

XYZ file:
```
7
Properties=species:S:1:pos:R:3:forces:R:3:nbo_charge:R:1
F 0.242 2.900 -0.694 0.4 1.0 0.0 -0.26
C -0.240 1.716 -0.761 -1.3 -3.7 0.9 0.42
C -1.070 0.840 -1.235 0.6 0.8 1.0 -0.19
Cl -2.290 0.424 -2.305 -0.4 -0.1 -0.4 0.07
C -0.175 0.191 -0.187 1.4 2.2 -3.1 -0.42
H 0.658 -0.309 -0.692 -0.1 -0.4 0.7 0.18
H -0.435 -0.185 0.771 -0.7 0.2 0.8 0.20
```
Forces are in eV/Å.

Computed, not measured: a molecular structure, C29H47Cl2N2PSTi in a non-equilibrium geometry, with ωB97M-V/def2-TZVPD.

## Properties
Charge ... -1
2S+1 ... 2
HOMO-LUMO gap (alpha / beta) ... 4.0 / 4.1 eV
E_HOMO (alpha / beta) ... -1.9951 / -2.0400 eV
⟨S²⟩ ... 0.78

XYZ file:
```
83
Properties=species:S:1:pos:R:3:forces:R:3:mulliken_charge:R:1
P -0.187 0.081 -1.154 0.2 -0.1 1.7 0.23
C 1.046 -0.982 -2.068 -0.8 0.2 0.0 0.39
C 0.732 -1.249 -3.541 0.4 -0.2 0.0 -0.39
C 1.687 -2.315 -4.094 -0.1 0.0 0.0 -0.90
C 3.166 -2.008 -3.826 0.0 0.1 0.0 -0.73
C 3.450 -1.598 -2.376 -0.1 0.1 0.0 -0.95
C 2.492 -0.501 -1.902 0.0 -0.2 -0.1 -0.33
C 0.131 1.863 -1.579 -0.3 -0.7 -0.3 0.02
C 0.187 2.134 -3.077 0.0 0.6 0.1 -0.70
C 0.207 3.651 -3.314 0.0 -0.1 -0.1 -0.89
C 1.329 4.355 -2.538 0.1 -0.1 0.0 -0.77
C 1.390 3.961 -1.056 0.0 -0.1 0.0 -0.72
C 1.356 2.445 -0.860 -0.1 0.0 0.1 0.33
C -1.844 -0.302 -1.912 0.6 0.3 -0.7 0.29
C -2.207 -1.772 -1.651 -0.1 0.1 0.1 -0.57
C -3.574 -2.131 -2.250 0.1 0.1 0.0 -0.91
C -4.688 -1.183 -1.787 0.1 0.0 0.1 -0.69
C -4.308 0.294 -1.949 0.2 0.0 -0.1 -0.93
C -2.930 0.629 -1.359 0.0 -0.2 0.0 -0.55
H 0.929 -1.922 -1.492 0.2 0.1 -0.3 0.52
H 0.845 -0.314 -4.111 0.0 -0.2 0.1 0.10
H -0.309 -1.574 -3.673 0.3 0.0 0.0 0.20
H 1.522 -2.407 -5.173 0.1 -0.2 0.0 0.39
H 1.432 -3.283 -3.639 0.0 0.1 0.0 0.37
H 3.773 -2.883 -4.086 0.0 0.1 0.0 0.39
H 3.489 -1.198 -4.494 -0.1 0.0 0.1 0.32
H 3.343 -2.472 -1.718 0.0 0.1 0.0 0.37
H 4.481 -1.239 -2.287 0.0 -0.1 0.0 0.39
H 2.703 -0.229 -0.859 -0.1 0.0 -0.3 -0.39
H 2.647 0.398 -2.520 0.0 -0.2 0.1 0.23
H -0.765 2.358 -1.159 0.3 0.0 -0.1 0.60
H -0.763 4.067 -3.009 0.1 -0.1 0.0 0.36
H -0.671 1.673 -3.589 0.2 0.2 0.0 0.18
H 1.097 1.681 -3.499 -0.2 0.1 0.1 0.18
H 0.324 3.841 -4.386 -0.1 0.2 0.0 0.40
H 1.205 5.440 -2.623 0.0 -0.1 -0.1 0.41
H 2.291 4.114 -3.010 -0.1 0.0 0.0 0.30
H 2.304 4.363 -0.599 -0.2 0.0 0.0 0.40
H 0.535 4.403 -0.524 0.1 0.0 0.0 0.39
H 1.343 2.190 0.209 -0.1 0.0 -0.3 -1.11
H 2.276 2.005 -1.268 -0.2 0.1 0.1 0.35
H -1.721 -0.125 -2.997 -0.5 -0.2 0.1 0.45
H -1.442 -2.446 -2.060 -0.1 0.1 0.1 0.37
H -2.215 -1.939 -0.563 0.0 0.0 -0.2 0.11
H -3.509 -2.095 -3.347 0.0 0.0 0.1 0.34
H -3.823 -3.163 -1.978 0.0 0.1 -0.1 0.39
H -4.911 -1.383 -0.731 0.1 0.0 -0.1 0.31
H -5.607 -1.389 -2.348 0.0 0.0 0.1 0.38
H -5.063 0.930 -1.474 0.0 -0.1 -0.1 0.41
H -4.302 0.543 -3.019 0.0 0.0 0.1 0.37
H -2.692 1.678 -1.583 -0.1 -0.2 0.1 0.20
H -2.948 0.536 -0.262 0.0 0.0 -0.2 0.12
Ti 0.112 -0.556 2.363 1.0 0.5 -2.8 -0.25
Cl -1.356 1.128 1.982 -1.2 1.1 0.1 -0.58
Cl -0.186 -2.519 1.308 -0.4 -1.7 -0.3 -0.63
C 1.876 -0.184 1.642 -0.1 0.4 0.7 -0.31
H 2.393 -0.931 1.021 0.0 0.1 0.2 0.22
C 2.686 0.857 2.212 0.3 -0.3 -0.3 1.10
C 2.128 2.100 2.638 0.3 0.1 0.2 -0.07
C 2.920 3.068 3.252 0.2 -0.4 0.1 -0.90
C 4.280 2.824 3.493 0.1 0.1 0.0 -0.46
C 4.858 1.619 3.052 -0.2 0.2 -0.1 -0.44
C 4.094 0.672 2.390 -0.2 0.4 0.2 -0.62
H 1.058 2.278 2.478 0.4 0.0 0.0 0.31
H 2.479 4.020 3.560 0.1 -0.3 -0.1 0.34
H 5.919 1.428 3.233 -0.2 0.1 -0.1 0.33
H 4.533 -0.261 2.025 -0.1 0.3 0.2 0.34
H 4.886 3.563 4.021 -0.1 -0.1 -0.2 0.33
S 0.422 -0.840 4.602 -0.6 -1.0 1.8 -0.53
C -1.165 -1.594 4.708 0.6 0.2 0.6 0.18
N -1.301 -2.924 4.561 0.2 0.2 0.5 -0.03
C -2.314 -3.699 5.288 0.3 0.2 -0.3 -0.62
C -3.578 -2.874 5.460 -0.4 -0.3 -0.1 -0.50
C -3.297 -1.459 5.913 0.4 0.3 -0.4 -0.62
N -2.243 -0.868 5.068 0.0 -0.1 0.5 -0.05
H -0.462 -3.422 4.262 -0.3 0.4 0.0 0.26
H -1.891 -3.992 6.262 -0.2 0.0 -0.2 0.31
H -2.530 -4.604 4.709 0.1 0.2 0.2 0.34
H -4.218 -3.367 6.200 0.0 0.1 -0.1 0.32
H -4.117 -2.850 4.508 0.1 0.0 0.1 0.29
H -2.958 -1.430 6.959 -0.2 0.0 -0.1 0.31
H -4.195 -0.844 5.810 0.1 -0.1 0.1 0.35
H -2.070 0.129 5.182 0.1 -0.4 -0.2 0.26
```
Forces are in eV/Å.

Computed, not measured: C4H7NO in the gas phase in a non-equilibrium geometry, with ωB97M-V/def2-TZVPD.

## Properties
HOMO-LUMO gap ... 11.0 eV
E_HOMO ... -10.0543 eV
Relative energy (zero: lowest compared OMol25 entry of this formula, charge and spin) ... 65.7 kcal/mol
SMILES string ... C[C@@]1(CO)C=N1

XYZ file:
```
13
Properties=species:S:1:pos:R:3:forces:R:3:nbo_charge:R:1
C 1.353 -0.702 -0.156 0.0 0.0 0.1 -0.63
C 0.182 0.230 0.039 0.0 -0.3 0.3 0.00
C -1.128 -0.320 0.558 0.3 0.4 0.5 -0.08
O -1.759 -1.049 -0.458 0.0 0.5 -1.1 -0.71
C 0.305 1.665 0.065 0.2 0.2 -0.6 0.07
N -0.078 1.261 -1.060 0.2 0.4 0.4 -0.34
H 1.038 -1.594 -0.707 0.0 0.1 0.1 0.23
H 2.155 -0.213 -0.717 -0.2 -0.1 0.1 0.22
H 1.754 -1.024 0.811 0.0 0.0 -0.1 0.22
H -1.731 0.554 0.851 -0.1 -0.2 0.0 0.15
H -1.007 -0.943 1.449 0.0 -0.1 -0.2 0.18
H -1.636 -0.455 -1.240 -0.4 -0.9 0.5 0.47
H 0.551 2.592 0.566 0.0 0.0 -0.1 0.21
```
Forces are in eV/Å.